Molecular formula: C8H11NS
Method: DFT, the ωB97M-V functional and the def2-TZVPD basis

Properties
ΔE to the lowest compared entry with this formula, charge and spin   251.31 kJ/mol
Orbital gap (spin up / spin down)   7.8 / 6.5 eV
Calculated total energy   -764.2535 Eh

ORCA input file:
```
! RIJCOSX wB97M-V def2-TZVPD def2/J DEFGRID3
* xyz 0 1
C 2.583 1.663 0.018
C 2.133 1.351 -1.262
C 1.875 0.996 1.040
C 1.240 0.328 -1.551
C 0.875 0.099 0.782
C 0.401 -0.261 -0.518
C -1.189 -2.113 0.149
C -0.548 -1.274 -0.825
N -3.107 0.699 0.989
S -2.309 1.236 -0.340
H 3.373 2.372 0.302
H 2.540 1.848 -2.154
H 2.242 1.050 2.075
H 0.828 0.133 -2.598
H 0.441 -0.322 1.799
H -0.335 -2.601 0.740
H -1.585 -1.424 1.004
H -1.891 -2.866 -0.185
H -0.840 -1.389 -1.842
H -4.069 0.396 0.824
H -2.658 0.080 1.555
*
```